Density functional theory data (ωB97M-V/def2-TZVPD) for C12H25BiClI2NP2 as an isolated structure in a non-equilibrium geometry.

Properties
- Energy above the lowest of the compared OMol25 structures with the same formula, charge and spin: 2.0 kcal per mole
- Net charge: +2

```
44
C12H25BiClI2NP2 ωB97M-V/def2-TZVPD
I -2.3311 -1.8850 0.3272
I 1.2823 1.0425 -2.2238
Bi -1.0701 -0.9218 -2.1840
P 1.0240 -2.6175 -1.2735
C 2.1355 -2.7261 0.1671
C 0.2259 -4.2602 -1.3085
H 1.0020 -5.0132 -1.5184
H 2.6523 -3.6958 -2.6919
H -0.5450 -4.2864 -2.0917
H 1.6182 -2.5504 -3.6369
H 1.5485 -2.8460 1.0850
H -0.2460 -4.4542 -0.3382
C 2.1776 -2.6989 -2.6983
H 2.7966 -3.5953 0.0475
H 2.9360 -1.9083 -2.6001
H 2.7476 -1.8205 0.2445
P -2.3088 1.5090 -1.4426
C -2.2000 2.6826 -0.0401
C -2.1019 2.5979 -2.9010
H -4.2481 0.2921 -2.2534
H -4.6469 1.9857 -1.7812
H -4.4083 0.7114 -0.5237
C -4.0839 1.0801 -1.5041
H -2.0476 1.9844 -3.8128
H -2.9731 3.2717 -2.9507
H -3.0172 3.4166 -0.1252
H -1.2340 3.2081 -0.0560
H -1.1728 3.1742 -2.7988
H -2.2998 2.1351 0.9068
Cl -1.9642 -1.7265 -4.4392
N 0.6562 0.5251 1.2147
C 1.1142 0.9587 2.4031
C 0.7468 2.2406 2.8769
C 1.2875 2.7215 4.0581
C 2.1985 1.9396 4.7701
C 2.5330 0.6462 4.3450
C 1.9633 0.1357 3.1858
H 0.3559 1.1796 0.5038
H 0.7972 -0.4366 0.9231
H 0.0289 2.8155 2.3006
H 1.0037 3.7073 4.4110
H 2.6482 2.3284 5.6855
H 3.2370 0.0293 4.9036
H 2.1817 -0.8764 2.8349
```

Density functional theory data (ωB97M-V/def2-TZVPD) for a 5-piece molecular cluster, C14H33Br3NO17P2S4 overall in a non-equilibrium geometry.

Properties
- Energy above the lowest of the compared OMol25 structures with the same formula, charge and spin: 0.0 kcal per mole
- Net charge: -1

```
74
C14H33Br3NO17P2S4 ωB97M-V/def2-TZVPD
C -1.0276 1.2347 -1.8153
C 0.3654 1.1550 -2.4303
Br 0.3530 2.2812 -4.0888
C 0.9495 -0.1791 -2.6241
Br -0.1634 -1.2913 -3.7311
P 1.3143 -0.9925 -0.8191
C 1.5693 -1.6499 0.9747
C 2.7559 -1.1104 1.8031
C 3.0164 0.4160 1.8168
N 1.8863 1.1946 2.3606
P 2.1448 -3.1317 -1.5048
O 0.7686 -3.9666 -1.9302
Br 3.0572 -2.9108 -3.5723
H -1.6982 0.5603 -2.3563
H -0.9889 0.9146 -0.7640
H -1.4321 2.2504 -1.8518
H 1.0909 1.7208 -1.8283
H 1.9215 -0.1035 -3.1272
H 2.7272 -0.5695 -0.9588
H 0.9726 0.2881 -0.2348
H -0.0717 -1.4626 -0.8054
H 1.6575 -2.7515 0.9709
H 0.6162 -1.4257 1.4666
H 2.6366 -1.4211 2.8566
H 3.6693 -1.5946 1.4227
H 3.8927 0.6185 2.4464
H 3.2794 0.7192 0.7889
H 1.9438 2.1383 2.0019
H 1.0404 0.8279 1.9448
H 0.6077 -4.5749 -1.2241
C -1.2269 -6.6072 -2.8745
C 0.0133 -6.4154 -3.7179
O 0.4710 -7.7769 -3.9293
S -0.7533 -8.7547 -4.0573
O -1.0883 -9.0014 -5.4138
O -0.5315 -9.8627 -3.1989
O -1.8448 -7.7810 -3.4519
H -0.9930 -6.8095 -1.8290
H -1.9293 -5.7832 -2.9487
H 0.7938 -5.8525 -3.2203
H -0.2112 -5.9601 -4.6816
C 1.2318 7.1403 -1.2879
C 0.3206 6.5888 -2.3692
O 0.2315 5.2015 -2.0303
S 0.2411 4.9930 -0.4707
O -1.0765 4.8997 0.0467
O 1.2000 4.0090 -0.1449
O 0.7887 6.4546 -0.1075
H 2.2790 6.9011 -1.4757
H 1.1092 8.2065 -1.1185
H 0.7412 6.6490 -3.3686
H -0.6719 7.0409 -2.3458
C -1.3416 5.4230 3.8435
C 0.0256 5.3087 3.1950
O 0.4024 3.9547 3.4898
S -0.8578 2.9976 3.4214
O -1.0119 2.4086 2.1477
O -0.8829 2.1994 4.5922
O -1.9541 4.1631 3.5457
H -1.2689 5.5470 4.9256
H -1.9617 6.2040 3.4121
H 0.7741 5.9563 3.6427
H -0.0114 5.4556 2.1183
C -3.2161 -2.6896 3.6865
C -2.0945 -1.6759 3.5658
O -1.6194 -1.8930 2.2306
S -2.8115 -2.2488 1.2546
O -3.2978 -1.0997 0.5922
O -2.4605 -3.4134 0.5311
O -3.8619 -2.6239 2.4077
H -2.8393 -3.7004 3.8521
H -3.9540 -2.4314 4.4415
H -1.2612 -1.8512 4.2392
H -2.4448 -0.6541 3.6729
```

Density functional theory data (ωB97M-V/def2-TZVPD) for C23H27CaN3O3P2S3 as an isolated structure.

Properties
- Energy above the lowest of the compared OMol25 structures with the same formula, charge and spin: 6.7 kcal per mole
- Net charge: -2

```
62
C23H27CaN3O3P2S3 ωB97M-V/def2-TZVPD
Ca 0.1100 -0.4334 0.5145
C 2.8420 -0.4454 4.2087
C 1.8608 0.2035 3.2487
O 1.7654 -0.2972 2.1315
C 1.1138 1.3789 3.6723
C 1.4883 2.0570 4.8453
C 0.8798 3.2179 5.2571
C -0.1647 3.7384 4.4738
C -0.5777 3.1026 3.3366
C 0.0209 1.8821 2.8764
O -0.4355 1.3098 1.8421
H 3.1524 -1.3911 3.7720
H 2.3847 -0.6199 5.1827
H 3.7189 0.1896 4.3505
H 2.3015 1.6588 5.4400
H 1.2005 3.7233 6.1591
H -0.6548 4.6581 4.7773
H -1.3875 3.5001 2.7358
O 1.3835 0.6803 -0.9997
N 2.3888 0.3626 -1.7753
C 3.3365 -0.4587 -1.2664
C 4.4312 -0.8538 -1.9851
C 4.5617 -0.3915 -3.2961
C 3.5908 0.4255 -3.8134
C 2.4532 0.8285 -3.0743
S 1.2288 1.7851 -3.7467
H 3.1362 -0.7779 -0.2532
H 5.1455 -1.5253 -1.5322
H 5.4093 -0.6840 -3.9043
H 3.6450 0.7904 -4.8287
C -0.4179 -1.5428 -3.8685
P -1.2382 -0.9202 -2.3520
C -2.4306 -2.2753 -2.0215
C -2.3643 0.3418 -3.1052
C -3.3403 0.9081 -2.0674
P -2.4648 1.2106 -0.4670
C -3.7943 2.0679 0.4752
C -1.4210 2.6335 -0.9352
H -1.1368 -1.8786 -4.6217
H 0.2269 -2.3755 -3.5820
H 0.2006 -0.7425 -4.2815
H -3.1312 -2.4279 -2.8489
H -2.9813 -2.0656 -1.1020
H -1.8594 -3.1897 -1.8529
H -2.9046 -0.0852 -3.9587
H -1.7120 1.1338 -3.4849
H -4.1393 0.1867 -1.8695
H -3.8112 1.8294 -2.4314
H -4.0665 3.0276 0.0256
H -3.4387 2.2320 1.4935
H -4.6794 1.4313 0.5241
H -2.0002 3.3906 -1.4744
H -0.5809 2.3015 -1.5503
H -1.0062 3.0634 -0.0228
S -1.3160 -2.2909 2.1127
C -1.0239 -3.8325 1.3715
C -1.8006 -4.9046 1.9036
N -2.4460 -5.7462 2.3591
C -0.1403 -4.1133 0.3612
S 0.9166 -2.9946 -0.4489
C -0.0534 -5.4559 -0.1082
N 0.0257 -6.5315 -0.5203
```

Density functional theory data (ωB97M-V/def2-TZVPD) for an isolated ion of composition CH4NO3S and charge -1 in a non-equilibrium geometry.

Properties
- Energy above the lowest of the compared OMol25 structures with the same formula, charge and spin: 37.5 kcal per mole
- Net charge: -1

```
10
CH4NO3S ωB97M-V/def2-TZVPD
C -1.2412 -0.1370 -0.2015
N 2.6192 -0.7915 -0.0300
O 1.1100 0.9899 -0.9776
O -0.2318 -0.7957 0.2495
O -2.0024 0.8034 0.6727
S 1.3788 0.1566 0.2136
H -2.0449 -0.9108 -0.3232
H -0.9669 0.5276 -1.0546
H 2.8193 -1.3599 0.7211
H -1.4401 1.5173 0.7299
```

Density functional theory data (ωB97M-V/def2-TZVPD) for C10H18F2N2O12S2Zn as an isolated structure in a non-equilibrium geometry.

Properties
- Energy above the lowest of the compared OMol25 structures with the same formula, charge and spin: 2.5 kcal per mole

```
47
C10H18F2N2O12S2Zn ωB97M-V/def2-TZVPD
Zn 0.1756 0.6194 -0.0388
N -0.5415 0.2430 1.7890
S -1.5677 1.1130 2.6259
O -1.0629 2.3250 3.1884
O -2.5209 0.3790 3.4050
F -2.4373 1.6326 1.3898
S 0.1111 -0.6884 3.0005
O -0.5080 -1.9749 2.9977
O 0.4170 -0.0341 4.2210
F 1.5092 -0.9465 2.3117
C 0.0326 3.5770 -2.6687
C 0.1258 2.4347 -1.7043
O 0.9678 1.5016 -1.8488
O -0.5993 2.4127 -0.6640
H 0.5322 3.3354 -3.6000
H 0.4744 4.4536 -2.1944
H -1.0223 3.8141 -2.8023
C -3.0717 -1.8914 0.7479
O -3.1924 -1.8532 -0.6924
C -2.3877 -1.0308 -1.3439
O -1.4598 -0.4230 -0.8641
O -2.6643 -0.9484 -2.6293
C -3.8513 -1.5265 -3.1793
H -2.2737 -2.5776 1.0271
H -4.0134 -2.2634 1.1341
H -2.8368 -0.9017 1.1227
H -3.7312 -1.5108 -4.2565
H -4.7112 -0.9272 -2.8829
H -3.9871 -2.5481 -2.8318
C 3.8184 -0.5860 -1.6624
O 3.2510 -1.8834 -1.4692
C 2.1451 -1.9151 -0.7525
O 1.5392 -0.9231 -0.4060
O 1.7967 -3.1604 -0.5241
C 0.5225 -3.3724 0.0765
H 4.2246 -0.2219 -0.7159
H 3.0622 0.1294 -1.9884
H 4.6215 -0.6529 -2.3869
H 0.4447 -3.0168 1.1044
H 0.3859 -4.4507 0.1122
H -0.2589 -2.9152 -0.5291
C 3.3553 3.1489 2.6988
C 2.5905 2.2970 1.8013
N 1.9915 1.6280 1.0925
H 3.9673 2.5217 3.3436
H 2.6690 3.7310 3.3131
H 3.9681 3.8468 2.1331
```

Density functional theory data (ωB97M-V/def2-TZVPD) for an isolated ion of composition C3H7N2S2 and charge +1 in a non-equilibrium geometry.

Properties
- Energy above the lowest of the compared OMol25 structures with the same formula, charge and spin: 16.7 kcal per mole
- Net charge: +1
- SMILES string: S[C@@H]1NC=[NH+][C@H]1S

```
14
C3H7N2S2 ωB97M-V/def2-TZVPD
S -1.5881 -1.7320 -0.5575
C -0.8875 -0.0932 -0.0453
N -0.3778 0.6316 -1.1934
C 0.9329 0.6953 -1.2429
N 1.5402 0.1804 -0.2250
C 0.3060 -0.3099 0.8779
S 0.3262 0.7268 2.3171
H -2.8533 -1.3336 -0.6287
H -1.6776 0.4743 0.4520
H -0.9904 0.9785 -1.9172
H 1.4471 1.1484 -2.0834
H 2.5240 0.1778 -0.0110
H 0.5384 -1.3510 1.0809
H 0.7599 -0.1935 3.1764
```

Density functional theory data (ωB97M-V/def2-TZVPD) for C24H31O2Si2 as an isolated structure in a non-equilibrium geometry.

Properties
- DFT total energy: -45236.921 eV
- Net charge: +1

```
59
C24H31O2Si2 ωB97M-V/def2-TZVPD
C 7.7909 -5.8112 -0.9279
Si 6.4748 -5.1379 0.2147
C 5.4497 -3.7905 -0.6577
H 5.4416 -6.3780 0.5779
O 7.1157 -4.5300 1.5959
Si 7.5895 -4.2215 3.1776
C 8.9188 -2.9049 3.2451
C 6.0374 -3.7200 4.0768
C 8.2607 -5.8465 3.8468
H 7.3669 -6.4090 -1.7446
H 8.4293 -5.0552 -1.4121
H 8.4407 -6.5048 -0.3846
H 4.7569 -4.2185 -1.4060
H 4.8159 -3.2415 0.0633
H 6.0668 -3.0546 -1.2183
H 9.2394 -2.6919 4.2912
H 9.7974 -3.2289 2.6629
H 8.5532 -1.9761 2.7795
H 6.1490 -3.8632 5.1575
H 5.8676 -2.6599 3.8721
H 5.1598 -4.2819 3.7275
H 8.0410 -5.9307 4.9199
H 7.8430 -6.7103 3.3039
H 9.3452 -5.8518 3.7014
C 5.9241 -14.1211 6.2640
C 5.1578 -14.1907 5.0925
C 5.5315 -13.4612 3.9649
C 6.6980 -12.6806 4.0067
O 7.1425 -12.0451 2.8201
C 6.6165 -10.7933 2.5061
C 6.6645 -9.7681 3.4724
C 6.1682 -8.5117 3.1048
C 5.5078 -8.2767 1.8537
C 4.7516 -7.0131 1.5300
C 3.3416 -7.1467 1.0305
C 2.7700 -6.0705 0.2899
C 1.4065 -6.1267 -0.0564
C 0.5973 -7.2423 0.3546
C 1.1604 -8.3190 1.0788
C 2.5365 -8.2909 1.3826
C 5.4120 -9.3645 0.9215
C 5.9712 -10.6104 1.2482
C 7.4908 -12.6238 5.1650
C 7.0887 -13.3408 6.2993
H 5.6708 -14.7114 7.1480
H 4.2679 -14.8340 5.0760
H 4.8892 -13.4552 3.0808
H 7.0902 -9.9387 4.4734
H 6.2415 -7.7002 3.8366
H 4.7943 -6.2235 2.3395
H 3.4023 -5.2386 -0.1043
H 0.9765 -5.2745 -0.6180
H -0.5002 -7.2370 0.2010
H 0.5189 -9.1824 1.3700
H 3.0482 -9.1455 1.8760
H 4.8730 -9.2267 -0.0558
H 5.9000 -11.4673 0.5422
H 8.3630 -11.9557 5.1716
H 7.7220 -13.2866 7.2022
```

Density functional theory data (ωB97M-V/def2-TZVPD) for C17H28B11Br6NO4S4Sr as an isolated structure in a non-equilibrium geometry.

Properties
- Energy above the lowest of the compared OMol25 structures with the same formula, charge and spin: 390.6 kcal per mole

```
72
C17H28B11Br6NO4S4Sr ωB97M-V/def2-TZVPD
Sr -0.3002 0.3577 -0.4250
C -1.6732 4.2346 1.1068
C -0.1197 3.9406 1.1156
S 0.1630 2.1175 1.0142
C -1.3891 1.1451 1.2371
C -2.2049 1.3864 -0.0481
S -1.1522 2.5462 -1.0579
C -2.5604 2.8786 -2.1663
C -3.3633 3.9311 -1.3128
S -2.1662 5.0668 -0.4739
H -1.9556 4.8616 1.9522
H -2.2672 3.3438 1.2703
H 0.3807 4.3233 1.9997
H 0.3379 4.3194 0.1999
H -1.9846 1.3630 2.1176
H -1.1696 0.0717 1.3731
H -3.1530 1.8230 0.2562
H -2.5564 0.4276 -0.5170
H -3.1436 1.9867 -2.3881
H -2.1852 3.3300 -3.0818
H -3.9804 3.4636 -0.5484
H -4.0087 4.5729 -1.9094
Br 1.9426 -0.3030 -2.0260
B 1.7390 -1.0749 -3.7062
B 2.5459 -0.6426 -5.1871
C 1.2615 -1.2593 -6.1145
B 0.7072 -0.2382 -4.8524
B -0.3196 -1.6693 -5.6350
B 0.8857 -2.9321 -6.2920
B 2.6301 -2.3110 -6.0011
B 2.9872 -2.2080 -4.2420
Br 4.6781 -2.5175 -3.3868
B 1.9489 -3.6471 -4.9883
Br 2.6264 -5.4429 -5.0892
B 0.0944 -3.2538 -4.7330
Br -1.1805 -4.6336 -4.3227
B 0.1599 -1.6472 -3.9743
Br -1.1131 -1.4376 -2.5264
B 1.4146 -2.8164 -3.5162
Br 1.3597 -3.5595 -1.8581
H 3.2817 0.1877 -5.5812
H 1.3192 -1.8054 -5.1850
H 0.3391 0.8647 -5.0409
H -1.2690 -1.4338 -6.2906
H 0.7011 -3.3736 -7.3711
H 3.3354 -2.4354 -6.9401
C -0.7278 -3.5554 0.7202
O 0.6468 -3.4192 0.9973
C 1.1402 -2.1271 1.1174
C 2.6505 -2.2112 1.0505
H -0.8489 -4.3565 -0.0102
H -1.0864 -2.6079 0.2977
H -1.2640 -3.8151 1.6361
H 3.0034 -3.0414 1.6744
H 3.0917 -1.2727 1.3920
H 2.9677 -2.3612 0.0213
O 0.9819 -1.9627 2.7726
C 0.8037 -0.8428 3.3076
N 0.5555 0.2397 2.6070
S 0.4562 1.6478 3.5900
O -0.7908 2.3825 3.6753
O 1.6562 2.4345 3.4460
C 0.6244 0.6944 5.0996
C 0.6297 1.1224 6.4104
C 0.9229 0.1873 7.3974
C 1.1974 -1.1361 7.0722
C 1.1612 -1.5672 5.7508
C 0.8618 -0.6311 4.7795
H 0.4243 2.1541 6.6642
H 0.9628 0.5050 8.4308
H 1.4505 -1.8394 7.8542
H 1.3809 -2.5879 5.4695
```

Density functional theory data (ωB97M-V/def2-TZVPD) for a 2-piece molecular cluster, C5H7N6O overall in a non-equilibrium geometry.

Properties
- Energy above the lowest of the compared OMol25 structures with the same formula, charge and spin: 106.4 kcal per mole
- Net charge: +1

```
19
C5H7N6O ωB97M-V/def2-TZVPD
C -3.4150 -0.5187 -0.0878
C -0.6130 -1.8576 -0.0252
C 1.3377 0.7437 -0.1628
C -0.7449 2.0313 0.0918
C 3.0442 -0.9952 0.1012
N -3.0401 -1.7956 0.1018
N -1.7713 -2.0699 0.0333
N 0.0427 1.0997 0.0545
N -3.8876 0.5090 -0.2830
N 1.6741 -0.5098 -0.1346
N -1.5138 2.8725 0.2419
O 2.3150 1.6527 -0.1119
H 3.4647 -0.1628 0.6958
H 3.0013 -1.9666 0.6896
H 3.5134 -1.0720 -0.9273
H -3.6746 -2.6137 -0.2216
H 0.7433 -1.1987 -0.3550
H 1.9998 2.6292 -0.0317
H -2.4759 3.2224 0.3309
```

Density functional theory data (ωB97M-V/def2-TZVPD) for C4H6O2Tb as an isolated structure in a non-equilibrium geometry.

Properties
- Spin multiplicity: 8
- Energy above the lowest of the compared OMol25 structures with the same formula, charge and spin: 101.1 kcal per mole
- <S²>: 15.885

```
13
C4H6O2Tb ωB97M-V/def2-TZVPD
O 3.3825 -1.0459 -1.7387
C 2.6025 -0.2671 -2.4723
H 2.9476 -1.9611 -1.5511
H 1.6705 -0.8410 -2.7189
C 2.1192 2.0517 -1.8656
C 0.9509 2.4584 -2.4228
C 0.0079 3.4538 -1.7705
O 0.5472 4.1151 -0.6828
Tb 2.5878 3.8399 -0.2254
H 0.5749 2.0567 -3.3816
H 2.8925 1.4457 -2.7359
H -0.9254 2.9071 -1.4994
H -0.3139 4.1642 -2.5671
```